C25H27N3O3 | ωB97M-V/def2-TZVPD

Cartesian coordinates (Å):
C 1.637 3.625 1.126
C 2.820 3.130 0.300
C 3.892 2.506 1.199
C 5.045 1.937 0.368
N 4.528 0.984 -0.595
C 4.459 -0.308 -0.236
C 3.791 -1.455 -0.679
N 2.943 -1.764 -1.687
C 2.129 -2.968 -1.590
C 0.865 -2.654 -0.831
C 0.865 -2.679 0.560
C -0.251 -2.271 1.264
C -1.394 -1.851 0.591
C -2.562 -1.377 1.392
O -2.435 -0.716 2.404
N -3.766 -1.758 0.905
C -5.017 -1.303 1.475
C -5.714 -0.340 0.549
C -6.983 -0.605 0.055
C -7.598 0.286 -0.809
C -6.945 1.444 -1.192
C -5.676 1.712 -0.706
C -5.065 0.826 0.160
C -1.398 -1.828 -0.800
C -0.271 -2.218 -1.501
C 4.414 -2.294 0.352
O 4.306 -3.454 0.687
C 5.157 -1.064 0.823
O 5.955 -0.777 1.685
C 3.581 1.577 -1.511
C 2.366 2.104 -0.744
H 1.170 2.798 1.657
H 1.963 4.361 1.856
H 0.889 4.086 0.484
H 3.263 3.984 -0.227
H 4.280 3.254 1.893
H 3.450 1.699 1.787
H 5.769 1.436 1.010
H 5.548 2.738 -0.182
H 2.491 -0.997 -2.168
H 1.904 -3.309 -2.604
H 2.716 -3.726 -1.070
H 1.746 -3.018 1.085
H -0.253 -2.270 2.343
H -3.812 -2.294 0.053
H -4.755 -0.806 2.414
H -5.658 -2.164 1.690
H -7.497 -1.508 0.352
H -8.589 0.074 -1.184
H -7.425 2.138 -1.867
H -5.164 2.617 -1.001
H -4.078 1.034 0.548
H -2.265 -1.472 -1.339
H -0.276 -2.186 -2.582
H 3.295 0.847 -2.270
H 4.084 2.409 -2.016
H 1.657 2.560 -1.436
H 1.865 1.271 -0.242

Summary:
* SMILES: CC1CCN(c2c(NCc3ccc(C(=O)NCc4ccccc4)cc3)c(=O)c2=O)CC1
* energy above the lowest of the compared OMol25 structures with the same formula, charge and spin: 147.4 kJ/mol
* DFT total energy: -1358.85595 Eh
* gap between HOMO and LUMO: 8.28 eV